{
  "formula": "C4H8O2",
  "method": "ωB97M-V/def2-TZVPD",
  "charge": 0,
  "e_homo_ev": -9.904,
  "e_lumo_ha": 0.0301,
  "smiles": "CC(=O)CCO",
  "de_lowest_kcal_mol": 43.71,
  "energy_ev": -8371.386,
  "elements": ["C", "C", "O", "C", "C", "O", "H", "H", "H", "H", "H", "H", "H", "H"],
  "coordinates": [[1.99, 0.08, -0.41], [0.78, 0.34, 0.38], [0.50, 1.40, 0.91], [-0.30, -0.76, 0.08], [-1.65, -0.15, 0.36], [-1.88, 0.94, -0.51], [2.31, -0.95, -0.49], [1.17, 0.12, -1.18], [2.83, 0.79, -0.35], [-0.31, -1.17, -0.95], [-0.03, -1.62, 0.71], [-1.64, 0.18, 1.41], [-2.46, -0.86, 0.21], [-1.32, 1.66, -0.18]],
  "mulliken_charge": [-0.94, 0.73, -0.62, -0.76, -0.55, -0.55, 0.31, 0.27, 0.30, 0.43, 0.38, 0.27, 0.38, 0.34]
}

{
  "formula": "C4H13NOS",
  "method": "ωB97M-V/def2-TZVPD",
  "charge": 0,
  "e_homo_ev": -8.265,
  "e_lumo_ha": 0.0269,
  "smiles": "CSCCCN.O",
  "de_lowest_kcal_mol": 17.69,
  "energy_ev": -18731.244,
  "elements": ["C", "C", "C", "S", "C", "N", "H", "H", "H", "H", "H", "H", "H", "H", "H", "H", "H", "H", "H", "O"],
  "coordinates": [[-1.05, -0.95, 0.22], [0.44, -0.61, -0.01], [0.92, -0.85, -1.41], [2.53, -0.02, -1.75], [3.53, -0.36, -0.30], [-1.60, -0.30, 1.39], [-1.52, -0.74, -0.75], [-1.17, -2.03, 0.36], [0.58, 0.42, 0.30], [1.03, -1.11, 0.77], [1.03, -1.91, -1.65], [0.28, -0.42, -2.18], [3.27, -1.29, 0.21], [3.45, 0.40, 0.48], [4.53, -0.43, -0.62], [-2.22, -0.89, 1.91], [-1.98, 0.61, 1.21], [-4.13, 4.19, 0.23], [-4.27, 2.91, 1.07], [-3.64, 3.40, 0.53]],
  "mulliken_charge": [-0.50, -0.49, -0.56, -0.13, -0.88, -0.51, 0.26, 0.34, 0.28, 0.21, 0.34, 0.33, 0.28, 0.28, 0.35, 0.22, 0.18, 0.31, 0.32, -0.63]
}

Which value of charge does entry 1 give? 0

What is the charge in the second record? 0